Record 1
Density functional theory data (ωB97M-V/def2-TZVPD) for C4H6O2 in the gas phase.

LUMO energy, hartree: 0.02576
Kohn-Sham gap, eV: 10.33
SMILES string: O=C[C@@H]1C[C@@H]1O
Energy above the lowest of the compared OMol25 structures with the same formula, charge and spin, kcal/mol: 39.9

Structure (ORCA input):
```
! RIJCOSX wB97M-V def2-TZVPD def2/J DEFGRID3
* xyz 0 1
O 0.1169 -1.7346 -0.1535
C 0.6741 -0.4975 -0.4857
C -0.2281 0.5278 -1.0789
C 0.2348 0.6611 0.3654
C -0.6544 0.3918 1.5233
O -0.6885 1.1043 2.5032
H 0.1912 -2.3093 -0.9243
H 1.7333 -0.5189 -0.7348
H 0.1584 1.2582 -1.7848
H -1.2542 0.2152 -1.2531
H 0.9673 1.4396 0.5574
H -1.2508 -0.5377 1.4659
*
```

Record 2
Density functional theory data (ωB97M-V/def2-TZVPD) for a molecular structure, C42H53Br2N5O3PbS.

LUMO energy, hartree: -0.06679
Kohn-Sham gap, eV: 5.16

Structure (ORCA input):
```
! RIJCOSX wB97M-V def2-TZVPD def2/J DEFGRID3
* xyz 0 1
Pb -2.5097 0.1085 0.1311
C 4.1467 -2.6406 1.9726
C 3.9815 -1.3780 2.8299
C 5.0014 -0.3249 2.3739
C 4.2856 -1.7465 4.2822
C 2.5693 -0.8063 2.6613
C 2.0976 -0.5095 1.4227
C 0.7785 -0.0019 1.2280
N 0.1923 0.1935 0.0337
C 0.7481 0.2988 -1.1477
C 2.1436 0.5438 -1.4039
C 2.6263 0.6098 -2.6595
C 1.7060 0.3775 -3.7527
C 0.3691 0.1868 -3.6245
C -0.1972 0.2318 -2.2796
O -1.4280 0.1810 -2.0906
C -0.5626 -0.0267 -4.8124
C 0.2041 -0.0794 -6.1356
C -1.5697 1.1291 -4.8936
C -1.3092 -1.3611 -4.6526
C 4.0980 0.9627 -2.9015
C 4.3609 2.3924 -2.4092
C 4.9945 -0.0115 -2.1241
C 4.4764 0.8838 -4.3814
C -0.1095 0.1995 2.3630
O -1.2684 0.6788 2.1988
C 0.4009 -0.1457 3.6739
C 1.6920 -0.5882 3.7693
C -0.5133 -0.0048 4.8878
C -0.9845 1.4497 5.0165
C 0.1945 -0.3907 6.1892
C -1.7262 -0.9351 4.7287
H 5.1496 -3.0540 2.1023
H 4.0087 -2.4356 0.9099
H 3.4228 -3.4057 2.2632
H 6.0206 -0.7019 2.4901
H 4.9038 0.5903 2.9614
H 4.8540 -0.0659 1.3233
H 5.2937 -2.1603 4.3447
H 3.5928 -2.4998 4.6650
H 4.2457 -0.8770 4.9417
H 2.6915 -0.7534 0.5531
H 2.7849 0.7705 -0.5636
H 2.1196 0.3816 -4.7496
H 0.7161 0.8611 -6.3528
H -0.5066 -0.2592 -6.9436
H 0.9380 -0.8889 -6.1549
H -1.0497 2.0826 -5.0142
H -2.1979 1.1841 -4.0050
H -2.2144 0.9850 -5.7636
H -0.6016 -2.1931 -4.6072
H -1.9604 -1.5191 -5.5153
H -1.9218 -1.3759 -3.7540
H 4.1359 2.4941 -1.3464
H 3.7447 3.1105 -2.9542
H 5.4101 2.6580 -2.5599
H 4.8372 0.0729 -1.0470
H 6.0470 0.2021 -2.3230
H 4.7929 -1.0450 -2.4141
H 3.9159 1.6016 -4.9840
H 4.3111 -0.1149 -4.7926
H 5.5368 1.1159 -4.4936
H 2.0671 -0.8360 4.7511
H -0.1288 2.1228 5.1142
H -1.5985 1.5541 5.9138
H -1.5723 1.7590 4.1525
H 1.0543 0.2516 6.3948
H 0.5305 -1.4307 6.1836
H -0.5061 -0.2758 7.0179
H -2.2925 -0.7022 3.8308
H -2.3915 -0.8259 5.5889
H -1.4058 -1.9800 4.6831
C -0.5444 3.2179 0.1182
C -1.9856 3.6482 0.1052
C -2.3236 5.0170 0.1483
C -3.6324 5.3910 0.1372
C -4.6481 4.4111 0.0827
C -6.0323 4.7027 0.0785
Br -6.6504 6.4989 0.1391
C -6.9481 3.6935 0.0321
C -6.5275 2.3586 -0.0122
Br -7.8435 1.0038 -0.0768
C -5.1880 1.9716 -0.0176
O -4.7947 0.7515 -0.0648
C -4.2329 3.0610 0.0374
N -2.9083 2.7161 0.0512
H 0.1105 4.0668 0.3086
H -0.2638 2.7801 -0.8436
H -0.3801 2.4650 0.8914
H -1.5342 5.7553 0.1922
H -3.9087 6.4362 0.1720
H -8.0057 3.9172 0.0290
C -4.7766 -5.4207 -0.9051
C -3.3501 -5.3908 -1.4555
C -2.4384 -4.5552 -0.6061
N -2.5280 -3.2800 -0.4926
N -1.6100 -2.7349 0.3763
C -0.8316 -3.6308 0.9073
N 0.1752 -3.3447 1.7730
S -1.1687 -5.2389 0.3710
H -5.4289 -5.9950 -1.5628
H -5.1694 -4.4081 -0.8230
H -4.8035 -5.8769 0.0852
H -3.3446 -4.9705 -2.4620
H -2.9483 -6.4024 -1.5291
H 0.2227 -2.4093 2.1479
H 0.5753 -4.0790 2.3268
*
```

Record 3
Density functional theory data (ωB97M-V/def2-TZVPD) for C16H19ClN2O4S2 in the gas phase in a non-equilibrium geometry.

LUMO energy, hartree: 0.02141
Kohn-Sham gap, eV: 9.13
SMILES string: CS(=O)(=O)N(CC(=O)NCCSCc1ccco1)c1ccc(Cl)cc1

Structure (ORCA input):
```
! RIJCOSX wB97M-V def2-TZVPD def2/J DEFGRID3
* xyz 0 1
C -1.4448 -1.2251 1.6534
H -1.8938 -1.9999 1.0455
H -0.3676 -1.3347 1.6976
H -1.8877 -1.1997 2.6396
S -1.7977 0.3443 0.8352
O -3.1932 0.6254 0.9743
O -1.2707 0.3224 -0.5021
N -0.9141 1.5187 1.6658
C -0.9250 1.4328 3.0616
C 0.2389 1.4058 3.8269
C 0.1678 1.3444 5.2066
C -1.0674 1.2948 5.8306
C -2.2348 1.3010 5.0818
C -2.1623 1.3739 3.7048
H -3.0595 1.3845 3.1077
H -3.1932 1.2588 5.5747
Cl -1.1547 1.2157 7.5550
H 1.0716 1.3243 5.7950
H 1.2057 1.4026 3.3502
C 0.2385 2.0090 0.9427
H -0.1313 2.5858 0.0917
H 0.8189 2.6662 1.5929
C 1.0905 0.8365 0.4546
O 1.2970 -0.1335 1.1629
N 1.5928 0.9649 -0.7804
H 1.2337 1.6857 -1.3954
C 2.1506 -0.1816 -1.4693
C 2.4717 0.1747 -2.9112
H 2.6838 -0.7221 -3.4923
H 3.3249 0.8498 -2.9710
S 1.1226 1.0921 -3.7329
C -0.2905 -0.0783 -3.5632
C 0.0565 -1.4282 -4.0514
C 0.2013 -1.9241 -5.3160
C 0.5685 -3.2835 -5.1698
C 0.6255 -3.5127 -3.8310
O 0.3231 -2.3969 -3.1454
H 0.8588 -4.3895 -3.2606
H 0.7613 -3.9862 -5.9539
H 0.0621 -1.3862 -6.2312
H -0.6036 -0.0936 -2.5188
H -1.0688 0.3738 -4.1757
H 3.0608 -0.5020 -0.9519
H 1.4337 -1.0099 -1.4279
*
```

Record 4
Density functional theory data (ωB97M-V/def2-TZVPD) for a molecular structure, C35H41FeN2O2PS2Te.

LUMO energy (spin up / spin down), hartree: 0.09257 / 0.09255
Kohn-Sham gap (spin up / spin down), eV: 6.61 / 6.60
Energy above the lowest of the compared OMol25 structures with the same formula, charge and spin, kcal/mol: 4.5
Expectation value of S²: 8.7658

Structure (ORCA input):
```
! RIJCOSX wB97M-V def2-TZVPD def2/J DEFGRID3
* xyz -1 6
Fe -1.2434 -1.1582 1.9772
S -3.1428 -2.2885 2.7843
C -4.3594 -1.1729 2.1599
C -5.6643 -1.6358 1.9563
C -6.6621 -0.8121 1.4628
C -6.3647 0.5108 1.1559
C -5.0788 0.9852 1.3498
C -4.0592 0.1677 1.8530
S -2.4611 0.8676 2.0915
H -5.8836 -2.6688 2.1982
H -7.6627 -1.2005 1.3180
H -7.1305 1.1712 0.7670
H -4.8368 2.0132 1.1114
C 2.6213 7.1917 -1.3169
C 2.3524 5.7955 -0.8211
C 3.1109 4.7165 -1.2537
C 2.8686 3.4217 -0.8054
C 3.7547 2.3212 -1.3314
C 1.8265 3.1727 0.1054
Te 1.4141 1.1509 0.8379
N 0.6253 -1.3717 1.3884
C 0.7956 -2.3819 2.1611
O -0.2343 -2.9467 2.7460
C 2.1357 -2.9947 2.4589
C 2.2333 -4.3298 2.8345
C 3.4715 -4.9016 3.0904
C 4.6250 -4.1337 2.9937
C 4.5324 -2.7941 2.6385
C 3.2946 -2.2286 2.3682
C 0.8785 0.5332 -1.1296
C -0.1234 1.2089 -1.8292
C -1.0419 2.2242 -1.2023
C -0.3107 0.9312 -3.1851
C 0.4388 -0.0176 -3.8549
C 0.2170 -0.3056 -5.3161
C 1.3858 -0.7285 -3.1251
C 1.6149 -0.4729 -1.7791
C 2.6747 -1.2677 -1.0698
C 1.0679 4.2619 0.5582
C -0.0767 4.1261 1.5368
C 1.3395 5.5454 0.0895
H 3.4713 7.2074 -1.9995
H 2.8404 7.8699 -0.4898
H 1.7564 7.5946 -1.8479
H 3.9207 4.8847 -1.9572
H 4.6456 2.7378 -1.8022
H 3.2308 1.7139 -2.0717
H 4.0584 1.6507 -0.5244
H 1.3197 -4.9015 2.9305
H 3.5393 -5.9454 3.3727
H 5.5919 -4.5763 3.2003
H 5.4277 -2.1880 2.5721
H 3.2072 -1.1857 2.0836
H -0.9314 2.2632 -0.1210
H -2.0789 1.9518 -1.4078
H -0.8583 3.2199 -1.6132
H -1.0825 1.4753 -3.7212
H -0.5587 0.3393 -5.7286
H -0.0889 -1.3428 -5.4723
H 1.1303 -0.1462 -5.8931
H 1.9708 -1.5007 -3.6171
H 2.8934 -2.1879 -1.6151
H 2.3427 -1.5247 -0.0674
H 3.6023 -0.6916 -0.9886
H -0.1575 3.1270 1.9540
H -1.0292 4.3446 1.0488
H 0.0403 4.8365 2.3580
H 0.7333 6.3709 0.4518
N -0.6832 -0.5900 5.3154
C -0.5033 -0.5169 4.1654
H -1.1124 -0.7582 6.1983
C -1.7213 -2.4726 -2.5126
P -2.0310 -2.6933 -0.7590
C -3.7236 -3.2726 -0.6122
C -0.9617 -4.0183 -0.2050
O -1.7800 -1.4020 -0.0334
H -1.9125 -3.3976 -3.0578
H -0.6832 -2.1645 -2.6457
H -2.3646 -1.6802 -2.8944
H -3.8979 -4.1188 -1.2775
H -4.3972 -2.4538 -0.8662
H -3.9029 -3.5580 0.4253
H -1.2190 -4.9560 -0.6989
H -1.0543 -4.1107 0.8802
H 0.0689 -3.7387 -0.4285
*
```

Record 5
Density functional theory data (ωB97M-V/def2-TZVPD) for a molecular structure, C30H29N4PtSi.

LUMO energy, hartree: -0.09716
Kohn-Sham gap, eV: 8.09
Energy above the lowest of the compared OMol25 structures with the same formula, charge and spin, kcal/mol: 3.2

Structure (ORCA input):
```
! RIJCOSX wB97M-V def2-TZVPD def2/J DEFGRID3
* xyz 1 1
Pt -0.2121 -0.6492 0.0009
C -3.4869 0.2516 -0.0167
N -2.1592 0.8363 0.0017
C -1.7599 1.4992 -1.2391
C -1.2261 0.5732 -2.3349
C -1.4807 0.8610 -3.6628
C -0.8860 0.1013 -4.6582
C -0.0586 -0.9477 -4.2981
C 0.1482 -1.1972 -2.9555
N -0.4186 -0.4568 -1.9996
C -1.7835 1.4797 1.2591
C -1.2376 0.5477 2.3450
C -1.4954 0.8215 3.6755
C -0.8903 0.0624 4.6647
C -0.0487 -0.9727 4.2962
C 0.1606 -1.2089 2.9519
N -0.4170 -0.4690 2.0016
C -3.4914 -1.2619 0.0333
C -4.6996 -1.9494 0.0897
C -4.6811 -3.3298 0.1194
C -3.4581 -3.9874 0.0936
C -2.3083 -3.2272 0.0403
N -2.3229 -1.8891 0.0102
H -4.0783 0.6301 0.8234
H -4.0176 0.5666 -0.9207
H -2.5822 2.0852 -1.6637
H -0.9500 2.1951 -1.0095
H -2.1319 1.6887 -3.9101
H -1.0657 0.3295 -5.7000
H 0.4306 -1.5650 -5.0370
H 0.7922 -1.9949 -2.6144
H -0.9869 2.1975 1.0519
H -2.6219 2.0396 1.6873
H -2.1569 1.6390 3.9295
H -1.0725 0.2802 5.7083
H 0.4487 -1.5892 5.0304
H 0.8147 -1.9956 2.6038
H -5.6340 -1.4030 0.1093
H -5.6059 -3.8895 0.1629
H -3.3970 -5.0659 0.1157
H -1.3285 -3.6888 0.0204
C 3.4152 1.7267 3.9296
C 2.5201 2.3435 3.0633
C 2.1422 1.7034 1.8937
C 2.6465 0.4445 1.5522
C 3.5506 -0.1504 2.4325
C 3.9318 0.4804 3.6111
Si 2.0644 -0.4534 0.0042
C 2.6654 0.3492 -1.5883
C 3.5500 -0.3175 -2.4365
C 3.9414 0.2353 -3.6504
C 3.4548 1.4744 -4.0373
C 2.5803 2.1623 -3.2039
C 2.1922 1.5997 -1.9984
H 3.7144 2.2221 4.8442
H 2.1246 3.3235 3.3006
H 1.4416 2.1978 1.2253
H 3.9663 -1.1239 2.1960
H 4.6367 -0.0010 4.2769
H 2.7676 -1.7718 0.0486
H 3.9412 -1.2868 -2.1469
H 4.6309 -0.3008 -4.2901
H 3.7619 1.9093 -4.9797
H 2.2088 3.1371 -3.4949
H 1.5074 2.1491 -1.3573
*
```

Record 6
Density functional theory data (ωB97M-V/def2-TZVPD) for C7H12O in the gas phase in a non-equilibrium geometry.

LUMO energy, hartree: -0.04682
Kohn-Sham gap, eV: 4.48
Energy above the lowest of the compared OMol25 structures with the same formula, charge and spin, kcal/mol: 131.8

Structure (ORCA input):
```
! RIJCOSX wB97M-V def2-TZVPD def2/J DEFGRID3
* xyz 0 1
C 2.2648 -1.4294 -0.8990
C 2.2327 0.0348 -0.3088
C 1.3173 0.8263 -1.1610
C -0.1721 0.6871 -1.0264
C -0.6636 0.5361 0.3890
C -1.8660 -0.0235 0.7468
C -2.5759 0.2760 1.8877
O -3.8285 -0.2408 2.0708
H 2.5875 -1.3601 -1.9397
H 2.8447 -2.0805 -0.2407
H 1.2614 -1.8774 -0.8677
H 1.9379 -0.1551 0.7391
H 3.2821 0.3446 -0.2329
H 1.5473 1.8286 -1.5010
H -0.7416 1.5790 -1.3206
H -0.5241 -0.2305 -1.5132
H 0.0233 0.8826 1.1629
H -2.3565 -0.7569 0.0960
H -2.1951 1.0545 2.5566
H -4.3757 0.1047 1.3622
*
```

Record 7
Density functional theory data (ωB97M-V/def2-TZVPD) for 6 unconnected molecules or ions with the total composition C35H63FN3O5 in a non-equilibrium geometry.

LUMO energy, hartree: -0.09839
Kohn-Sham gap, eV: 8.59

Structure (ORCA input):
```
! RIJCOSX wB97M-V def2-TZVPD def2/J DEFGRID3
* xyz 1 1
C 1.8583 1.7807 2.4722
C 0.4794 2.1346 1.8187
F 0.5366 3.4545 1.2603
C 0.0737 1.1618 0.6100
C -0.3307 1.9099 -0.6811
C 0.4880 2.2127 -1.8308
C 1.9716 1.8854 -2.1636
C 2.8930 1.5982 -0.9163
C 3.2268 0.0959 -0.6820
C 2.7450 -0.9963 -1.5035
C 3.0697 -2.3943 -1.1900
C 3.8845 -2.7259 -0.0394
C 4.4265 -1.6400 0.7997
C 4.0842 -0.2681 0.4631
N -0.3162 2.9308 -2.7515
C 0.0465 3.5060 -4.0719
C -1.5549 3.0236 -2.2064
N -1.6032 2.4414 -0.9711
C -2.8396 2.4195 -0.2079
C -4.0805 1.9674 -0.8389
C -5.2100 2.0633 0.0745
C -5.0004 2.5173 1.4292
N -3.8635 2.9423 2.0597
C -2.8457 2.8762 1.1544
H 2.3162 0.8242 2.1190
H 1.8401 1.7892 3.5933
H 2.5740 2.6030 2.1739
H -0.3168 2.0628 2.6129
H -0.7994 0.5124 0.9147
H 0.9337 0.4597 0.4689
H 2.3939 2.8035 -2.6691
H 1.9721 1.0828 -2.9431
H 3.8752 2.1136 -1.1257
H 2.4655 2.1193 -0.0235
H 2.1125 -0.8286 -2.4012
H 2.6793 -3.2485 -1.7955
H 4.1317 -3.7708 0.2590
H 5.0815 -1.8367 1.6751
H 4.4751 0.5370 1.1257
H 0.9045 2.9363 -4.5021
H 0.3786 4.5636 -3.8700
H -0.8713 3.4902 -4.7036
H -2.4988 3.4828 -2.5626
H -4.1612 1.6309 -1.8938
H -6.2444 1.7819 -0.2758
H -5.9138 2.5302 2.0838
H -1.8560 3.2400 1.5467
C -0.4546 -5.0121 1.3390
C -0.3473 -3.8154 0.4071
C -1.6030 -2.9596 0.4547
O -0.1336 -4.2716 -0.9295
H -1.2897 -5.6570 1.0495
H 0.4499 -5.6216 1.2853
H -0.6015 -4.6954 2.3738
H 0.5189 -3.2093 0.6852
H -2.4784 -3.5320 0.1352
H -1.5151 -2.1106 -0.2276
H -1.7841 -2.5804 1.4636
H -0.8938 -4.8087 -1.1851
C 4.0956 0.7146 7.6122
C 3.2187 0.2792 6.4491
C 3.2944 -1.2240 6.2316
O 3.6341 0.9544 5.2598
H 5.1452 0.4723 7.4200
H 4.0400 1.7963 7.7502
H 3.7903 0.2279 8.5407
H 2.1835 0.5709 6.6406
H 4.3171 -1.5315 5.9929
H 2.6684 -1.5215 5.3869
H 2.9653 -1.7686 7.1188
H 4.5488 0.7040 5.0807
C 9.0259 -1.1249 0.7361
C 8.8909 -2.1030 -0.4209
C 8.3286 -1.4207 -1.6585
O 8.0337 -3.1768 -0.0390
H 8.0497 -0.7135 1.0131
H 9.4202 -1.6298 1.6205
H 9.6922 -0.2984 0.4795
H 9.8667 -2.5356 -0.6514
H 7.3292 -1.0193 -1.4611
H 8.2270 -2.1360 -2.4774
H 8.9742 -0.6030 -1.9869
H 7.1667 -2.8049 0.1673
C -9.1649 1.2484 -3.2563
C -8.9443 1.1165 -1.7576
C -10.2562 0.8908 -1.0236
O -8.3177 2.3031 -1.2612
H -9.8076 2.1046 -3.4810
H -8.2162 1.4207 -3.7702
H -9.6266 0.3490 -3.6681
H -8.2640 0.2845 -1.5582
H -10.9357 1.7350 -1.1732
H -10.0849 0.8086 0.0518
H -10.7504 -0.0193 -1.3690
H -8.9099 3.0458 -1.4321
C -2.2864 -0.4892 -3.0358
C -3.3132 -1.6059 -3.1670
C -4.3590 -1.2746 -4.2203
O -3.9537 -1.8145 -1.9094
H -2.7659 0.4460 -2.7269
H -1.5476 -0.7356 -2.2689
H -1.7654 -0.3183 -3.9810
H -2.8090 -2.5379 -3.4305
H -4.9085 -0.3661 -3.9513
H -5.0937 -2.0782 -4.2964
H -3.9004 -1.1268 -5.2004
H -4.4041 -0.9968 -1.6642
*
```

Record 8
Density functional theory data (ωB97M-V/def2-TZVPD) for a molecular structure, HN2O3P in a non-equilibrium geometry.

LUMO energy (spin up / spin down), hartree: -0.07049 / -0.08058
Kohn-Sham gap (spin up / spin down), eV: 7.04 / 6.92
Energy above the lowest of the compared OMol25 structures with the same formula, charge and spin, kcal/mol: 55.6

Structure (ORCA input):
```
! RIJCOSX wB97M-V def2-TZVPD def2/J DEFGRID3
* xyz 0 1
N 0.5324 1.7279 -0.7621
N -0.4277 -0.8077 1.2370
O 1.6598 1.4456 -0.9443
O -0.4503 0.9817 -0.5102
O -1.1857 -0.7843 2.1967
P -0.7497 -1.2016 -0.4367
H 0.6212 -1.3616 -0.7803
*
```

The records above yield electronic energy values of -8338.7312, -214177.5127, -62263.1902, -116679.0102, -48662.0126, -9495.1041, -54734.2180, -18420.1230 eV, respectively.